Run A
ORCA calculation (ωB97M-V/def2-TZVPD) on 2 unconnected molecules or ions with the total composition C4H8N2.

Computed properties:
charge	0
gap between HOMO and LUMO	8.668	eV
lowest unoccupied orbital energy	0.83	eV

Each line ends with the natural charge from an NBO analysis.
Cartesian coordinates (Å):
1 N 0.4533 0.6736 0.1138  -0.57
2 N 0.8812 -2.5904 -1.8274  -0.60
3 C 1.2898 0.6219 -0.8576  -0.08
4 C -0.1331 -2.2560 -1.2247  0.43
5 C -1.0681 -1.9235 -0.4216  -0.70
6 C 0.2417 1.9176 0.8796  -0.45
7 H 0.4196 1.6776 1.9202  0.19
8 H 2.0217 1.5949 -0.6960  0.09
9 H 0.7948 -2.9989 -2.7695  0.38
10 H 0.8928 2.7445 0.6440  0.22
11 H -1.4439 -2.6228 0.4579  0.25
12 H -1.6175 -0.9487 -0.4571  0.24
13 H -0.2376 0.0270 0.4325  0.40
14 H -0.7538 2.2853 1.0025  0.20

***

Run B
ORCA calculation (ωB97M-V/def2-TZVPD) on a single C4H8N2 molecule.

Computed properties:
charge	0
gap between HOMO and LUMO	9.808	eV
SMILES	C=C=NNCC
lowest unoccupied orbital energy	1.04	eV

Each line ends with the natural charge from an NBO analysis.
Cartesian coordinates (Å):
1 N 0.2579 0.6331 -1.1752  -0.29
2 N -0.1010 -0.0860 -0.0303  -0.45
3 C 0.7788 -1.2110 0.2440  -0.22
4 C -1.0751 2.7300 -1.6998  -0.59
5 C 0.3221 -1.8276 1.5581  -0.62
6 C -0.3741 1.6638 -1.4108  0.35
7 H 0.4884 -1.1341 2.3918  0.20
8 H 0.8637 -2.7508 1.7786  0.22
9 H 0.6642 -1.9284 -0.5754  0.20
10 H -0.7799 3.7166 -1.3617  0.23
11 H -0.7492 -2.0496 1.5119  0.22
12 H 1.8407 -0.9220 0.2855  0.17
13 H -0.1552 0.5369 0.7717  0.35
14 H -1.9813 2.6289 -2.2882  0.23

***

Run C
ORCA calculation (ωB97M-V/def2-TZVPD) on a single C4H8N2 molecule.

Computed properties:
charge	0
gap between HOMO and LUMO (spin up / spin down)	7.672 / 7.668	eV
SMILES	[H]/N=C\CC/C=N/[H]
lowest unoccupied orbital energy (spin up / spin down)	-0.57 / -0.57	eV

Each line ends with the natural charge from an NBO analysis.
Cartesian coordinates (Å):
1 N -1.6487 1.3349 0.4473  -0.72
2 N 0.8009 -0.2021 -2.0018  -0.60
3 C -0.0237 -0.4818 -1.0552  0.08
4 C 0.5461 -0.9723 0.5005  -0.38
5 C 0.4582 0.3011 1.2648  -0.49
6 C -0.3658 1.1491 0.2458  0.20
7 H 1.5602 -1.3341 0.3396  0.23
8 H 0.4259 -0.5041 -2.9064  0.35
9 H -0.0779 0.2058 2.2083  0.22
10 H 1.4274 0.7821 1.4068  0.22
11 H 0.2651 1.9191 -0.2191  0.17
12 H -0.1705 -1.7367 0.7984  0.22
13 H -0.9938 -0.9645 -1.2540  0.15
14 H -2.2034 0.5032 0.2252  0.36

***

Run D
ORCA calculation (ωB97M-V/def2-TZVPD) on a single C4H8N2 molecule.

Computed properties:
charge	0
gap between HOMO and LUMO	10.240	eV
SMILES	C1N[C@@H]1[C@H]1CN1
lowest unoccupied orbital energy	1.05	eV

Each line ends with the natural charge from an NBO analysis.
Cartesian coordinates (Å):
1 N -1.8096 -0.6139 -0.3703  -0.57
2 N 1.4700 0.8331 -0.2777  -0.58
3 C 0.6408 -0.2698 -0.4584  -0.11
4 C -0.5330 -0.3871 0.4341  -0.10
5 C -1.5963 0.7950 0.1426  -0.27
6 C 1.8608 -0.4271 0.2465  -0.26
7 H 2.8291 -0.8634 -0.0224  0.18
8 H -2.3198 -1.2025 0.2460  0.35
9 H 1.3550 1.3576 0.5959  0.36
10 H -2.2501 1.1472 0.9140  0.19
11 H -0.3899 -0.4516 1.4619  0.21
12 H -1.5769 1.5173 -0.6416  0.20
13 H 1.8519 -0.5918 1.2475  0.17
14 H 0.6450 -0.7132 -1.4541  0.23

***

Energies relative to the most stable structure are run A 2.592; run B 0.000; run C 1.990; run D 1.480, reported in eV.

***

Run A
ORCA calculation (ωB97M-V/def2-TZVPD) on 2 unconnected molecules or ions with the total composition C4H8N2.

Computed properties:
charge	0
gap between HOMO and LUMO	10.626	eV
lowest unoccupied orbital energy	0.69	eV

Each line ends with the natural charge from an NBO analysis.
Cartesian coordinates (Å):
1 N -0.1974 -0.3651 -0.5892  -0.55
2 N -2.8837 -0.9203 0.6534  -0.56
3 C -2.3970 0.0325 1.1650  -0.01
4 C 2.0710 0.0726 0.2740  -0.62
5 C 0.6185 0.5320 0.2293  -0.23
6 C -1.4968 -0.1125 -0.7820  0.04
7 H -2.0432 -0.8168 -1.3930  0.23
8 H 0.0596 -1.3445 -0.5492  0.40
9 H 2.1612 -0.9135 0.7465  0.21
10 H 0.5451 1.5338 -0.2112  0.20
11 H 2.4996 0.0154 -0.7330  0.21
12 H -1.7743 0.9292 -0.9029  0.22
13 H 0.1656 0.5817 1.2308  0.22
14 H 2.6717 0.7753 0.8615  0.23

***

Run B
ORCA calculation (ωB97M-V/def2-TZVPD) on a single C4H8N2 molecule.

Computed properties:
charge	0
gap between HOMO and LUMO (spin up / spin down)	7.723 / 7.720	eV
lowest unoccupied orbital energy (spin up / spin down)	0.32 / 0.31	eV

Each line ends with the natural charge from an NBO analysis.
Cartesian coordinates (Å):
1 N -0.9658 -0.4759 -2.7242  -0.42
2 N 0.3363 0.1661 0.2367  -0.35
3 C 0.9107 -1.1097 -0.1738  -0.43
4 C -0.0051 0.3399 1.6393  -0.40
5 C -0.9098 0.3451 -1.8494  -0.08
6 C -0.1722 0.9582 -0.7084  0.01
7 H -0.8143 -0.3505 1.9159  0.20
8 H 0.8614 0.1465 2.2776  0.21
9 H 0.1983 -1.6691 -0.7953  0.23
10 H 1.1730 -1.6877 0.7144  0.21
11 H -0.4199 1.9810 -0.4401  0.21
12 H -0.3525 1.3621 1.8055  0.21
13 H -1.8013 0.8085 -1.1992  0.19
14 H 1.8108 -0.9398 -0.7696  0.22

***

Energies relative to the most stable structure are run A 0.000; run B 1.529, reported in eV.

***

Run A
ORCA calculation (ωB97M-V/def2-TZVPD) on a molecular structure, C4H8N2.

Computed properties:
charge	0
gap between HOMO and LUMO	10.232	eV
lowest unoccupied orbital energy	0.48	eV

Each line ends with the natural charge from an NBO analysis.
Cartesian coordinates (Å):
1 N 0.9092 1.9839 0.3041  -0.26
2 N 1.8783 -0.7914 -0.2257  -0.83
3 C -0.6028 -0.6254 -0.2442  -0.40
4 C -1.7987 0.2352 0.1301  -0.62
5 C 0.7372 0.0474 0.0627  -0.02
6 C 0.8969 1.4292 -0.7490  0.09
7 H -0.5886 -1.5474 0.3575  0.21
8 H -1.8365 1.1387 -0.4872  0.22
9 H -0.6582 -0.9385 -1.2932  0.22
10 H 2.6380 -0.3559 -0.7245  0.39
11 H -1.7515 0.5506 1.1789  0.21
12 H 2.2125 -1.2422 0.6088  0.37
13 H 0.6920 0.4363 1.0987  0.21
14 H -2.7277 -0.3204 -0.0170  0.22

***

Run B
ORCA calculation (ωB97M-V/def2-TZVPD) on a molecular structure, C4H8N2.

Computed properties:
charge	0
gap between HOMO and LUMO	11.028	eV
lowest unoccupied orbital energy	0.96	eV

Each line ends with the natural charge from an NBO analysis.
Cartesian coordinates (Å):
1 N -1.0706 1.6383 0.2022  -0.65
2 N 0.5782 -0.4941 0.4381  -0.58
3 C 1.9314 0.0270 0.3219  -0.42
4 C -1.7316 -0.7251 -0.3120  -0.64
5 C -0.4067 -0.0168 -0.3740  0.22
6 C -0.2040 2.3062 -0.2593  0.15
7 H -2.4514 -0.1585 -0.9017  0.24
8 H 2.5470 -0.4222 1.1051  0.21
9 H -2.0829 -0.7492 0.7229  0.22
10 H -0.0365 0.1899 -1.3801  0.21
11 H -1.6554 -1.7481 -0.6999  0.22
12 H 1.9492 1.1245 0.4060  0.22
13 H 0.2756 -0.7136 1.3766  0.39
14 H 2.3577 -0.2583 -0.6456  0.20

***

Run C
ORCA calculation (ωB97M-V/def2-TZVPD) on 2 unconnected molecules or ions with the total composition C4H8N2.

Computed properties:
charge	0
gap between HOMO and LUMO (spin up / spin down)	8.284 / 8.283	eV
lowest unoccupied orbital energy (spin up / spin down)	0.49 / 0.49	eV

Each line ends with the natural charge from an NBO analysis.
Cartesian coordinates (Å):
1 N 0.6565 0.0965 0.8071  -0.38
2 N -1.7946 2.4268 1.2313  -0.34
3 C -1.2247 1.5115 0.7941  0.23
4 C -0.5330 0.4104 0.2350  -0.08
5 C -1.2520 -0.5794 -0.6311  -0.64
6 C 1.5657 -0.7466 0.3561  -0.28
7 H 0.7287 0.9012 -1.3027  -0.01
8 H -1.6962 -1.3704 -0.0135  0.22
9 H 1.3895 0.5067 -1.3133  -0.03
10 H -0.5979 -1.0504 -1.3740  0.22
11 H -2.0584 -0.0820 -1.1765  0.24
12 H 1.2818 -1.5201 -0.3416  0.21
13 H 0.9741 0.7593 1.5076  0.43
14 H 2.5535 -0.7298 0.7901  0.21

***

Run D
ORCA calculation (ωB97M-V/def2-TZVPD) on a single C4H8N2 molecule.

Computed properties:
charge	0
gap between HOMO and LUMO	9.925	eV
SMILES	CN(C)CC#N
lowest unoccupied orbital energy	0.84	eV

Each line ends with the natural charge from an NBO analysis.
Cartesian coordinates (Å):
1 N -1.9972 1.2796 -1.8906  -0.32
2 N 0.1762 -0.4848 0.2555  -0.43
3 C -0.7933 0.1176 1.1529  -0.42
4 C -0.2306 -0.5279 -1.1397  -0.32
5 C -1.1969 0.5103 -1.5654  0.26
6 C 1.5232 0.0106 0.4650  -0.41
7 H 1.6445 1.0920 0.2770  0.17
8 H 0.6498 -0.4278 -1.7821  0.24
9 H 1.8114 -0.1917 1.5019  0.21
10 H -1.7375 -0.4360 1.1225  0.21
11 H -1.0081 1.1742 0.9159  0.18
12 H 2.2189 -0.5371 -0.1791  0.20
13 H -0.6901 -1.4944 -1.3811  0.23
14 H -0.4043 0.0695 2.1741  0.21

***

Energies relative to the most stable structure are run A 1.955; run B 1.212; run C 2.227; run D 0.000, reported in eV.